Here is a molecular structure, C44H48IN8PSYb in a non-equilibrium geometry from the Open Molecules 2025 dataset. Energies are from wB97M-V/def2-TZVPD.

Summary:
- <S²> = 0.760
- HOMO-LUMO gap (spin up / spin down) (eV) = 7.07 / 4.14
- highest occupied orbital energy (spin up / spin down) (eV) = -14.787 / -14.787

```
! wB97M-V def2-TZVPD RIJCOSX def2/J DEFGRID3
* xyz 3 2
Yb 10.405 11.520 14.786
C 8.066 8.083 13.589
N 8.695 7.839 14.832
C 8.781 6.467 15.348
C 9.383 6.649 16.709
N 9.305 8.112 16.961
C 9.702 8.800 18.199
C 8.959 8.771 15.786
N 8.833 10.085 15.694
C 7.669 10.738 15.121
C 7.585 12.174 15.693
N 8.591 12.977 15.039
C 8.559 14.291 15.243
N 9.265 15.174 14.476
C 10.291 14.683 13.544
C 9.050 16.539 14.891
C 8.251 16.378 16.155
N 7.902 14.978 16.212
C 7.434 14.469 17.495
H 8.183 7.119 13.025
H 8.644 8.819 13.042
H 7.002 8.432 13.561
H 9.433 5.930 14.645
H 7.787 5.970 15.301
H 10.427 6.319 16.638
H 9.007 6.015 17.519
H 9.780 9.842 17.863
H 10.676 8.441 18.528
H 8.896 8.652 18.976
H 6.720 10.176 15.352
H 7.712 10.797 14.009
H 7.861 12.148 16.781
H 6.526 12.541 15.572
H 11.028 14.083 14.033
H 10.801 15.498 13.039
H 9.832 14.046 12.740
H 8.536 17.090 14.152
H 9.961 17.136 15.034
H 7.332 16.999 16.097
H 8.722 16.682 17.101
H 7.118 15.345 18.081
H 8.220 13.890 18.037
H 6.491 13.922 17.431
I 12.357 12.709 17.366
C 13.736 11.536 18.611
C 13.297 11.069 19.838
C 14.178 10.549 20.802
C 15.495 10.522 20.514
C 16.014 10.888 19.249
C 17.388 10.965 18.928
C 17.802 11.084 17.624
C 16.894 11.343 16.568
C 15.518 11.322 16.827
P 14.367 11.331 15.448
C 14.865 9.897 14.497
C 16.047 9.882 13.756
C 16.370 8.712 13.089
C 15.595 7.588 13.099
C 14.405 7.590 13.816
C 14.077 8.730 14.560
C 14.842 12.792 14.539
C 14.538 12.925 13.143
C 15.100 13.947 12.381
C 15.998 14.848 12.980
C 16.233 14.782 14.356
C 15.621 13.813 15.131
C 15.057 11.278 18.192
H 12.213 11.091 20.041
H 13.839 10.115 21.724
H 16.211 10.137 21.300
H 18.122 11.084 19.777
H 18.839 10.965 17.404
H 17.272 11.636 15.559
H 16.716 10.768 13.692
H 17.303 8.729 12.534
H 15.889 6.717 12.515
H 13.752 6.703 13.874
H 13.182 8.824 15.210
H 14.031 12.137 12.639
H 14.847 14.034 11.302
H 16.462 15.587 12.323
H 16.838 15.582 14.757
H 15.685 13.871 16.203
S 11.437 10.659 8.171
C 10.941 10.620 9.807
C 11.828 10.072 10.748
C 11.610 10.291 12.115
N 10.534 10.946 12.568
C 9.546 11.327 11.651
C 9.745 11.215 10.299
C 10.887 9.067 7.648
C 9.528 8.681 7.695
C 9.221 7.398 7.203
N 10.126 6.570 6.749
C 11.426 6.905 6.789
C 11.838 8.177 7.257
H 12.743 9.482 10.454
H 12.309 9.956 12.867
H 8.622 11.758 11.992
H 9.047 11.710 9.644
H 8.733 9.326 8.073
H 8.201 7.008 7.223
H 12.139 6.139 6.400
H 12.884 8.458 7.188
*
```

---

Here is a molecular structure, C44H48N2O5PdSTe from the Open Molecules 2025 dataset. Energies are from wB97M-V/def2-TZVPD.

Summary:
- HOMO-LUMO gap (eV) = 5.06
- highest occupied orbital energy (eV) = -0.985

```
! wB97M-V def2-TZVPD RIJCOSX def2/J DEFGRID3
* xyz -2 1
Pd 0.567 -0.904 1.582
C -0.055 1.453 -5.026
C 1.262 1.312 -4.272
C 2.434 1.758 -5.128
O 1.446 -0.031 -3.894
C 1.110 -0.199 -2.506
C 1.082 1.223 -1.945
O 1.282 2.075 -3.076
C -0.200 1.563 -1.111
O -0.568 0.322 -0.561
C 0.147 2.523 0.039
C 1.266 2.246 0.822
C 1.563 3.004 1.941
C 0.743 4.062 2.305
C -0.391 4.329 1.554
C -0.690 3.561 0.436
C -1.329 2.116 -1.983
C -2.491 1.375 -2.149
C -3.530 1.850 -2.942
C -3.429 3.084 -3.565
C -2.283 3.849 -3.375
C -1.246 3.367 -2.594
C 2.138 -1.156 -1.829
O 1.827 -1.375 -0.520
C 3.553 -0.531 -1.958
C 4.259 -0.462 -3.158
C 5.522 0.111 -3.214
C 6.106 0.629 -2.064
C 5.417 0.555 -0.862
C 4.156 -0.027 -0.810
C 2.148 -2.510 -2.572
C 1.116 -2.952 -3.392
C 1.114 -4.240 -3.916
C 2.151 -5.115 -3.633
C 3.190 -4.688 -2.815
C 3.181 -3.405 -2.294
H 0.012 0.879 -5.953
H -0.255 2.498 -5.265
H -0.885 1.070 -4.434
H 2.531 1.097 -5.992
H 3.349 1.723 -4.540
H 2.268 2.778 -5.480
H 0.123 -0.654 -2.406
H 1.938 1.366 -1.288
H 1.878 1.379 0.598
H 2.409 2.727 2.556
H 0.964 4.645 3.192
H -1.068 5.122 1.852
H -1.608 3.753 -0.101
H -2.580 0.433 -1.626
H -4.430 1.256 -3.052
H -4.242 3.458 -4.178
H -2.197 4.824 -3.843
H -0.358 3.967 -2.452
H 3.810 -0.868 -4.056
H 6.053 0.153 -4.159
H 7.092 1.079 -2.106
H 5.863 0.948 0.045
H 3.609 -0.130 0.120
H 0.297 -2.289 -3.640
H 0.292 -4.557 -4.549
H 2.147 -6.121 -4.038
H 4.001 -5.363 -2.568
H 3.980 -3.087 -1.635
C -0.531 -5.066 1.432
Te 0.675 -3.483 0.553
C -1.029 -2.870 -0.579
H -1.006 -5.628 0.626
H -1.296 -4.670 2.100
H 0.122 -5.736 1.993
H -1.868 -2.769 0.109
H -1.249 -3.603 -1.355
H -0.800 -1.900 -1.009
C -1.147 -1.383 6.643
C -1.899 -2.273 5.660
C -1.211 -2.362 4.291
N -1.599 -1.320 3.376
C -0.811 -0.248 2.952
S 0.677 0.168 3.793
N -1.493 0.663 2.153
C -2.705 1.165 2.334
O -3.387 1.689 1.434
C -3.318 1.193 3.727
C -2.560 1.471 4.859
C -3.166 1.540 6.107
C -4.529 1.310 6.241
C -5.290 1.031 5.112
C -4.688 0.990 3.862
H -1.740 -1.179 7.539
H -0.885 -0.436 6.173
H -0.210 -1.854 6.951
H -2.914 -1.886 5.517
H -2.005 -3.282 6.076
H -1.420 -3.339 3.839
H -0.128 -2.291 4.403
H -2.557 -1.294 3.069
H -0.924 0.399 0.379
H -1.491 1.620 4.753
H -2.565 1.760 6.982
H -4.996 1.346 7.219
H -6.356 0.853 5.206
H -5.267 0.817 2.963
*
```

---

no.,energy (eV)
1,-118057.101
2,-81234.440